Entry 1:
C50H102F9N4O8S2 | wB97M-V/def2-TZVPD

ORCA input file:
```
! RIJCOSX wB97M-V def2-TZVPD def2/J DEFGRID3
* xyz 1 1
C 4.949 5.550 -1.714
C 5.267 4.324 -0.807
C 6.409 3.529 -1.353
C 6.648 2.208 -0.505
N 7.596 1.273 -1.245
C 7.048 0.741 -2.604
C 7.827 1.485 -3.785
C 8.684 2.476 -3.092
C 8.942 1.976 -1.665
C 7.880 0.135 -0.275
C 6.581 -0.759 -0.003
C 6.886 -1.858 0.886
H 4.052 6.072 -1.382
H 4.842 5.271 -2.762
H 5.720 6.314 -1.611
H 4.464 3.589 -0.760
H 5.398 4.678 0.215
H 7.327 4.118 -1.346
H 6.188 3.294 -2.394
H 5.698 1.673 -0.503
H 6.860 2.388 0.549
H 7.106 -0.347 -2.601
H 6.051 1.182 -2.618
H 8.469 0.726 -4.232
H 7.227 1.789 -4.643
H 9.668 2.487 -3.562
H 8.314 3.493 -3.221
H 9.697 1.226 -1.903
H 9.307 2.669 -0.907
H 8.194 0.582 0.668
H 8.784 -0.419 -0.529
H 6.290 -1.290 -0.909
H 5.693 -0.229 0.340
H 7.733 -2.419 0.493
H 6.014 -2.451 1.160
H 7.184 -1.405 1.832
C -3.912 6.950 -0.987
C -3.870 6.589 -2.454
C -5.204 6.442 -3.145
C -4.922 5.833 -4.573
N -6.090 5.258 -5.310
C -6.869 4.165 -4.570
C -7.347 3.132 -5.637
C -6.655 3.536 -7.011
C -5.543 4.438 -6.506
C -7.017 6.430 -5.862
C -7.897 7.051 -4.808
C -9.381 6.750 -4.895
H -4.484 7.873 -0.890
H -3.034 7.422 -0.545
H -4.439 6.164 -0.446
H -3.303 5.659 -2.415
H -3.266 7.360 -2.933
H -5.607 7.435 -3.347
H -5.831 5.898 -2.438
H -4.167 5.050 -4.640
H -4.424 6.592 -5.176
H -7.548 4.670 -3.883
H -6.186 3.599 -3.935
H -8.411 3.059 -5.860
H -7.093 2.151 -5.235
H -7.342 4.086 -7.655
H -6.208 2.641 -7.442
H -5.111 5.094 -7.261
H -4.789 3.788 -6.061
H -7.676 5.965 -6.596
H -6.414 7.210 -6.328
H -7.919 8.138 -4.731
H -7.622 6.787 -3.787
H -9.772 6.985 -5.885
H -10.002 7.479 -4.374
H -9.693 5.778 -4.511
C 0.043 2.370 8.845
C 0.300 0.915 9.490
C 1.798 0.551 9.621
C 1.960 -0.769 10.571
N 3.432 -1.234 10.515
C 3.490 -2.383 11.592
C 2.974 -3.696 10.914
C 3.045 -3.350 9.444
C 3.771 -2.089 9.253
C 4.475 -0.199 10.818
C 4.378 0.562 12.180
C 5.685 1.379 12.442
H 0.247 3.107 9.621
H -1.003 2.558 8.605
H 0.696 2.543 7.989
H -0.127 0.226 8.762
H -0.239 0.937 10.437
H 2.261 1.375 10.165
H 2.450 0.527 8.748
H 1.313 -1.546 10.164
H 1.721 -0.500 11.600
H 4.545 -2.507 11.835
H 2.945 -2.206 12.519
H 3.433 -4.661 11.127
H 1.935 -3.723 11.241
H 3.605 -3.984 8.757
H 2.021 -3.167 9.116
H 4.849 -2.251 9.269
H 3.360 -1.537 8.409
H 4.421 0.550 10.028
H 5.435 -0.708 10.736
H 4.317 -0.133 13.017
H 3.492 1.196 12.168
H 5.533 2.106 13.239
H 6.022 1.936 11.568
H 6.612 0.815 12.546
C 5.103 -6.183 -10.394
C 3.667 -6.086 -9.923
C 3.453 -5.680 -8.434
C 2.025 -6.003 -7.911
N 1.677 -5.402 -6.482
C 0.193 -5.782 -6.088
C -0.765 -4.693 -6.418
C 0.031 -3.606 -7.057
C 1.497 -3.827 -6.612
C 2.795 -5.822 -5.427
C 2.953 -7.351 -5.305
C 3.982 -7.720 -4.156
H 5.042 -6.155 -11.482
H 5.676 -7.082 -10.168
H 5.604 -5.260 -10.100
H 3.110 -6.989 -10.170
H 3.157 -5.329 -10.518
H 3.877 -4.701 -8.211
H 4.078 -6.332 -7.823
H 1.854 -7.078 -7.972
H 1.364 -5.530 -8.638
H 0.307 -5.797 -5.004
H 0.027 -6.800 -6.439
H -1.360 -4.263 -5.613
H -1.441 -5.321 -7.000
H -0.448 -2.678 -6.743
H -0.144 -3.663 -8.131
H 1.791 -3.471 -5.624
H 2.249 -3.399 -7.276
H 2.522 -5.446 -4.441
H 3.695 -5.300 -5.754
H 3.453 -7.651 -6.225
H 1.983 -7.844 -5.232
H 4.159 -8.791 -4.061
H 3.519 -7.326 -3.252
H 4.871 -7.122 -4.359
C -12.374 0.027 0.641
O -11.607 -1.132 0.313
O -12.623 0.228 2.014
C -11.871 1.286 -0.110
F -10.562 1.521 -0.009
F -12.004 1.269 -1.457
F -12.539 2.410 0.211
C -10.211 -1.150 0.771
C -9.590 -2.476 0.280
H -9.817 -3.267 0.995
H -9.839 -2.679 -0.762
H -8.500 -2.479 0.271
H -10.040 -1.131 1.847
H -9.532 -0.379 0.407
H -13.253 -0.236 0.053
C -4.727 -4.224 8.301
F -5.324 -5.232 7.686
F -3.461 -4.104 7.919
F -5.365 -3.047 8.150
S -4.773 -4.503 10.108
O -6.182 -4.149 10.525
O -4.408 -5.913 10.353
O -3.833 -3.575 10.784
C -2.258 0.144 1.636
F -2.017 1.474 1.828
F -1.598 -0.511 2.604
F -3.471 -0.131 1.623
S -1.364 -0.218 -0.009
O -0.062 0.457 0.194
O -1.293 -1.675 -0.071
O -2.195 0.338 -1.081
*
```

Computed properties:
LUMO energy in eV: -2.90
HOMO-LUMO gap in eV: 1.806
Molar mass in g mol⁻¹: 1122.50
ΔE to the lowest compared entry with this formula, charge and spin in kJ/mol: 865.4

---

Entry 2:
C28H47BBrF2N5O8P | wB97M-V/def2-TZVPD

ORCA input file:
```
! RIJCOSX wB97M-V def2-TZVPD def2/J DEFGRID3
* xyz 1 1
C -1.176 2.481 -0.953
C -0.319 1.212 -0.827
P -1.361 -0.291 -0.681
C -3.036 0.237 -0.124
C -3.882 0.659 -1.351
C -0.630 -1.607 0.482
C -1.798 -2.391 1.097
C -2.548 -3.386 0.213
O -2.712 -4.520 0.520
O -3.128 -2.868 -0.901
N 0.164 -0.989 1.677
C -0.660 -0.023 2.456
C -0.033 1.350 2.753
C 1.479 1.524 2.524
O -0.762 2.289 1.975
C -0.813 3.601 2.538
C -0.866 4.623 1.442
C -2.053 5.276 1.140
C -2.112 6.192 0.098
C -0.976 6.455 -0.649
C 0.220 5.818 -0.346
C 0.272 4.905 0.694
C 1.017 -1.962 2.497
C 0.803 -2.029 4.009
C 1.155 -0.847 4.898
F -0.499 -2.460 4.290
C 1.172 -3.395 1.913
B 0.643 -4.552 2.927
O 1.533 -5.014 3.888
O -0.615 -5.051 2.831
N 0.525 -3.669 0.606
C 0.379 -2.534 -0.294
C 1.808 -1.921 -0.520
C 2.197 -1.042 -1.721
C 3.208 -1.747 -2.622
Br 3.126 0.562 -1.017
C -0.154 -3.193 -1.611
O -0.371 -4.360 -1.621
N -0.374 -2.387 -2.806
C 0.380 -2.792 -3.944
O 0.533 -3.851 -4.421
F 0.930 -1.684 -4.501
H -1.786 2.663 -0.076
H -0.506 3.334 -1.049
H -1.788 2.438 -1.851
H 0.257 1.148 -1.748
H 0.412 1.342 -0.029
H -3.561 -0.560 0.389
H -3.012 1.073 0.577
H -4.140 1.713 -1.286
H -3.361 0.487 -2.291
H -4.819 0.106 -1.360
H -2.549 -1.698 1.475
H -1.466 -2.968 1.958
H -2.636 -2.088 -1.218
H 0.818 -0.394 1.164
H -1.013 -0.482 3.370
H -1.582 0.191 1.919
H -0.249 1.587 3.797
H 1.963 1.895 3.426
H 2.021 0.614 2.263
H 1.659 2.259 1.742
H 0.051 3.795 3.179
H -1.706 3.695 3.162
H -2.934 5.045 1.726
H -3.050 6.678 -0.127
H -1.026 7.158 -1.469
H 1.096 6.034 -0.941
H 1.213 4.411 0.902
H 2.021 -1.534 2.436
H 1.477 -2.822 4.335
H 2.069 -0.359 4.571
H 0.340 -0.139 5.002
H 1.343 -1.233 5.898
H 2.247 -3.580 1.818
H 2.114 -5.725 3.604
H -1.133 -4.980 3.639
H 1.079 -4.393 0.167
H 2.127 -1.392 0.372
H 2.467 -2.790 -0.557
H 1.358 -0.646 -2.276
H 4.172 -1.772 -2.118
H 3.348 -1.178 -3.538
H 2.881 -2.757 -2.866
H -1.355 -2.494 -3.059
C 1.948 1.924 -6.651
O 2.277 3.000 -7.105
N 1.653 0.844 -7.437
N 1.848 1.705 -5.297
H 1.384 -0.050 -7.075
H 1.718 0.971 -8.430
H 2.063 2.478 -4.695
H 1.578 0.826 -4.899
*
```

Computed properties:
LUMO energy in eV: -2.61
HOMO-LUMO gap in eV: 9.030
Molar mass in g mol⁻¹: 741.40

---

Entry 3:
C3H4O2 | wB97M-V/def2-TZVPD

ORCA input file:
```
! RIJCOSX wB97M-V def2-TZVPD def2/J DEFGRID3
* xyz 0 1
O 2.192 0.498 0.314
C 1.257 -0.327 0.329
C -0.129 0.332 0.318
C -1.216 -0.153 -0.544
O -1.264 -0.309 0.857
H 2.197 -0.952 0.285
H -0.055 1.414 0.517
H -1.913 0.569 -0.969
H -1.068 -1.071 -1.107
*
```

Computed properties:
LUMO energy in eV: 0.71
HOMO-LUMO gap in eV: 10.131
Molar mass in g mol⁻¹: 72.06
ΔE to the lowest compared entry with this formula, charge and spin in kJ/mol: 421.3

---

Entry 4:
C43H107N6O15Zn | wB97M-V/def2-TZVPD

ORCA input file:
```
! RIJCOSX wB97M-V def2-TZVPD def2/J DEFGRID3
* xyz -1 1
Zn -0.340 0.077 1.207
C 1.172 3.940 -0.547
C 0.212 3.355 0.567
O 0.042 1.968 0.664
H 0.933 3.521 -1.524
H 2.173 3.524 -0.432
H 1.240 5.025 -0.627
H -0.756 3.838 0.439
H 0.526 3.586 1.585
C -0.357 -3.380 -0.110
C 0.864 -2.475 -0.161
O 0.735 -1.072 -0.072
H -1.100 -3.167 -0.878
H -0.857 -3.362 0.858
H -0.069 -4.411 -0.312
H 1.325 -2.658 -1.132
H 1.584 -2.841 0.571
C -3.460 1.107 3.182
C -3.535 0.022 2.072
C -4.379 0.757 0.948
O -2.281 -0.477 1.640
H -2.830 1.930 2.846
H -3.131 0.719 4.146
H -4.425 1.595 3.315
H -4.142 -0.797 2.459
H -5.348 1.096 1.316
H -4.550 0.082 0.110
H -3.909 1.660 0.558
C 4.961 -1.184 8.467
O 5.124 0.249 8.321
C 3.926 0.940 7.901
C 4.313 2.364 7.392
N 3.290 2.902 6.491
C 2.167 3.555 7.174
C 0.928 3.879 6.186
O 0.350 2.744 5.576
C -0.838 3.114 4.847
H 4.071 -1.442 9.040
H 5.780 -1.690 8.978
H 4.790 -1.514 7.442
H 3.229 1.014 8.736
H 3.338 0.339 7.207
H 5.200 2.228 6.773
H 4.572 3.047 8.201
H 3.799 3.436 5.800
H 2.517 4.452 7.685
H 1.758 2.856 7.904
H 1.211 4.589 5.409
H 0.178 4.366 6.809
H -0.935 2.588 3.897
H -0.927 4.160 4.552
H -1.763 2.947 5.399
C -0.093 -4.148 3.770
O 0.539 -2.916 4.138
C -0.465 -1.861 4.245
C 0.171 -0.500 4.229
N 0.776 -0.245 2.921
C 1.775 0.889 3.174
C 3.086 0.723 3.989
O 3.895 -0.319 3.565
C 4.802 -0.944 4.533
H 0.604 -4.986 3.773
H -0.597 -4.030 2.811
H -0.847 -4.375 4.524
H -0.983 -2.007 5.193
H -1.247 -1.839 3.486
H 0.901 -0.415 5.035
H -0.522 0.304 4.477
H 1.400 -1.018 2.736
H 1.259 1.775 3.545
H 2.216 1.203 2.228
H 2.728 0.622 5.013
H 3.664 1.645 3.927
H 4.237 -1.631 5.164
H 5.319 -0.198 5.136
H 5.510 -1.614 4.045
C 3.846 -2.274 -4.016
O 5.225 -1.919 -3.979
C 5.526 -0.511 -3.649
C 5.160 -0.048 -2.217
N 3.917 0.738 -2.127
C 3.651 1.083 -0.736
C 4.659 2.167 -0.095
O 6.014 1.797 0.107
C 6.222 0.831 1.160
H 3.711 -3.351 -4.110
H 3.305 -1.767 -4.815
H 3.391 -2.200 -3.028
H 5.100 0.173 -4.383
H 6.601 -0.352 -3.722
H 5.968 0.619 -1.917
H 5.163 -0.893 -1.528
H 3.094 0.355 -2.570
H 3.645 0.226 -0.063
H 2.644 1.474 -0.589
H 4.250 2.469 0.869
H 4.729 3.063 -0.712
H 5.386 0.138 1.264
H 6.260 1.390 2.095
H 7.160 0.306 0.979
C -1.618 -1.858 -6.372
O -0.219 -1.882 -6.500
C 0.566 -1.025 -5.661
C 0.460 -1.441 -4.147
N 1.273 -0.623 -3.154
C 0.629 0.721 -3.057
C -0.853 0.678 -2.622
O -1.834 0.589 -3.693
C -3.106 0.435 -3.200
H -2.036 -2.502 -7.146
H -2.076 -0.875 -6.485
H -1.928 -2.270 -5.412
H 0.288 0.025 -5.757
H 1.616 -0.887 -5.921
H 0.861 -2.451 -4.067
H -0.571 -1.510 -3.800
H 1.118 -1.017 -2.238
H 0.698 1.282 -3.988
H 1.288 1.299 -2.409
H -1.069 1.578 -2.047
H -0.978 -0.047 -1.818
H -3.218 -0.536 -2.717
H -3.808 0.487 -4.032
H -3.319 1.268 -2.530
C -4.140 -2.973 -0.436
O -4.423 -4.177 -1.117
C -3.397 -4.565 -2.078
C -3.982 -5.732 -2.947
N -3.097 -6.231 -4.065
C -2.624 -5.174 -4.956
C -2.076 -6.004 -6.229
O -3.221 -6.645 -6.802
C -3.042 -7.152 -8.112
H -4.321 -2.059 -1.001
H -3.115 -2.949 -0.066
H -4.796 -2.987 0.434
H -2.555 -4.986 -1.529
H -3.107 -3.681 -2.646
H -4.881 -5.376 -3.449
H -4.259 -6.614 -2.369
H -3.626 -6.903 -4.604
H -1.790 -4.597 -4.555
H -3.346 -4.437 -5.309
H -1.276 -6.711 -6.007
H -1.654 -5.306 -6.952
H -2.246 -7.896 -8.086
H -2.689 -6.346 -8.754
H -3.920 -7.613 -8.566
C -5.210 4.650 2.128
O -5.032 4.621 0.703
C -3.697 4.383 0.338
C -3.529 3.991 -1.169
N -4.117 4.890 -2.102
C -4.099 4.328 -3.492
C -2.755 3.998 -3.996
O -2.819 3.440 -5.345
C -1.638 2.860 -5.892
H -4.949 3.682 2.557
H -6.251 4.929 2.287
H -4.528 5.374 2.574
H -3.270 3.568 0.922
H -3.139 5.297 0.541
H -3.996 3.012 -1.275
H -2.481 3.844 -1.430
H -5.064 5.102 -1.824
H -4.485 5.157 -4.084
H -4.696 3.416 -3.489
H -2.057 3.365 -3.448
H -2.130 4.883 -4.112
H -1.776 2.399 -6.869
H -1.110 2.119 -5.291
H -0.885 3.640 -6.003
*
```

Computed properties:
LUMO energy in eV: 2.10
HOMO-LUMO gap in eV: 7.386
Molar mass in g mol⁻¹: 1013.75
ΔE to the lowest compared entry with this formula, charge and spin in kJ/mol: 0.0

---

Entry 5:
C5H7N | wB97M-V/def2-TZVPD

ORCA input file:
```
! RIJCOSX wB97M-V def2-TZVPD def2/J DEFGRID3
* xyz 0 1
C -2.586 -0.163 0.455
C -1.303 -0.014 -0.013
C -0.295 0.409 -0.656
C 1.130 0.141 -0.831
C 2.046 0.240 0.339
N 1.701 -1.063 -0.204
H -1.750 1.018 -0.437
H -2.887 0.305 1.385
H -3.278 -0.822 -0.057
H 1.538 0.356 -1.815
H 1.620 0.556 1.288
H 3.080 0.537 0.176
H 0.983 -1.500 0.370
*
```

Computed properties:
LUMO energy in eV: 0.76
HOMO-LUMO gap in eV: 8.469
Molar mass in g mol⁻¹: 81.12
ΔE to the lowest compared entry with this formula, charge and spin in kJ/mol: 638.1

---

Entry 6:
C3H8NS | wB97M-V/def2-TZVPD

ORCA input file:
```
! RIJCOSX wB97M-V def2-TZVPD def2/J DEFGRID3
* xyz 1 1
C 1.652 0.144 0.177
C 0.613 -2.050 -0.017
C 0.663 -0.670 0.575
N -1.835 2.259 -0.352
S 2.861 0.877 -0.369
H -2.591 2.545 0.280
H 1.543 -2.285 -0.474
H -0.141 -2.078 -0.728
H 0.448 -2.891 0.702
H 0.673 -0.749 1.687
H -1.457 3.070 -0.620
H -2.276 1.882 -1.234
H -0.153 -0.053 0.373
*
```

Computed properties:
LUMO energy in eV: -6.04
HOMO-LUMO gap in eV: 7.744
Molar mass in g mol⁻¹: 90.17
ΔE to the lowest compared entry with this formula, charge and spin in kJ/mol: 157.0